1.
ORCA calculation (ωB97M-V with the def2-TZVPD basis set) on C47H39F4HfN2O3P as an isolated structure at a distorted geometry.

Output
LUMO ... -0.9 eV
E ... -2938.50049 Ha
HOMO level ... -7.85 eV
Energy relative to the best compared isomer or geometry (same formula, charge and spin) ... 38.0 kJ/mol

Each line ends with the Löwdin charge.
Atoms and positions in Å:
Hf1 14.4165 13.9770 11.4448  1.373
C1 19.9853 9.7240 10.0870  -0.037
C2 20.5694 10.9772 10.7816  -0.312
C3 21.5777 11.6796 9.8845  -0.145
C4 22.2203 12.8932 10.5994  -0.122
C5 21.1570 13.8002 11.1474  -0.141
C6 21.4526 15.1212 11.5355  0.067
C7 20.3999 15.9870 11.9282  -0.192
F1 20.7230 17.2904 12.3263  0.022
C8 19.0650 15.6033 11.8311  0.074
C9 18.7961 14.2282 11.6829  -0.041
C10 17.4509 13.6855 11.8535  -0.245
O1 16.4817 14.5283 11.8645  -0.133
C11 17.3048 12.2942 12.0527  -0.017
C12 18.3722 11.4664 11.7259  0.070
N1 19.5407 11.9711 11.1810  0.023
C13 19.8484 13.3523 11.3464  -0.066
C14 16.0143 11.6005 12.5319  -0.524
O2 16.0644 10.3902 12.7680  0.053
O3 14.9715 12.3862 12.5561  -0.174
H1 20.7179 9.2369 9.4678  0.072
H2 19.1132 9.9141 9.4518  0.089
H3 19.6634 9.0054 10.8534  0.082
H4 21.0274 10.6881 11.7731  0.170
H5 21.0235 12.0249 8.9971  0.135
H6 22.3067 10.9227 9.4854  0.134
H7 22.8853 13.3664 9.8566  0.130
H8 22.8224 12.5660 11.4324  0.119
H9 22.5055 15.4621 11.5855  0.141
H10 18.2970 16.3257 12.0428  0.126
H11 18.4042 10.4195 12.0165  0.145
N2 13.3045 12.9492 10.1198  -0.376
P1 12.8400 11.8178 9.1551  0.762
C15 11.3254 11.1584 9.8398  -0.297
C16 10.7210 11.7759 10.9328  -0.066
C17 9.5516 11.2437 11.4753  -0.073
C18 8.9984 10.0763 10.9396  -0.071
C19 9.6211 9.4711 9.8352  -0.070
C20 10.7636 10.0278 9.2876  -0.108
C21 13.9673 10.4184 8.9641  -0.279
C22 13.8644 9.2998 9.7701  -0.068
C23 14.7474 8.2127 9.6086  -0.066
C24 15.7975 8.2777 8.7106  -0.094
C25 15.8843 9.3743 7.8671  -0.099
C26 15.0065 10.4291 7.9999  -0.078
C27 12.4555 12.4737 7.5259  -0.273
C28 12.1586 11.5425 6.5168  -0.088
C29 11.7762 12.0163 5.2674  -0.093
C30 11.5795 13.3620 5.0361  -0.097
C31 11.8786 14.2997 6.0197  -0.085
C32 12.3362 13.8516 7.2518  -0.063
H12 11.1076 12.7067 11.3515  0.087
H13 9.0504 11.8319 12.2627  0.111
H14 8.1375 9.6380 11.3953  0.092
H15 9.2635 8.5420 9.4195  0.100
H16 11.2528 9.5820 8.4491  0.090
H17 13.0592 9.1866 10.4817  0.110
H18 14.6096 7.3567 10.2683  0.108
H19 16.4860 7.4446 8.6668  0.101
H20 16.6411 9.3861 7.0720  0.108
H21 15.0532 11.2946 7.3477  0.108
H22 12.3034 10.4877 6.7375  0.098
H23 11.5542 11.2955 4.4928  0.101
H24 11.1997 13.7475 4.0516  0.120
H25 11.8300 15.3846 5.8314  0.112
H26 12.7242 14.5961 7.9647  0.093
F2 15.9609 22.3038 11.4958  0.088
C33 17.0095 21.7381 10.7848  -0.522
F3 18.0762 21.6661 11.6655  0.093
F4 17.3413 22.5828 9.7976  0.145
C34 16.6105 20.3592 10.3023  -0.112
C35 17.5649 19.3036 10.2455  -0.008
C36 17.1439 18.0510 9.8447  -0.025
C37 15.7732 17.8446 9.5102  -0.237
C38 14.8365 18.9209 9.5014  -0.018
C39 15.2516 20.2017 9.9147  0.001
C40 15.2267 16.5350 9.5414  -0.147
C41 14.9355 15.3985 9.8720  -0.138
H27 18.6007 19.4629 10.5344  0.118
H28 17.8981 17.2642 9.7027  0.116
H29 13.8059 18.7049 9.1342  0.122
H30 14.6219 21.0795 9.9513  0.115
C42 12.0546 18.1780 12.5438  -0.028
C43 11.6173 16.7426 12.1921  -0.636
C44 10.2304 16.4874 12.7987  -0.055
C45 11.4312 16.5614 10.6961  -0.064
C46 12.5544 15.7611 12.6210  -0.159
C47 13.3487 14.8809 12.9474  -0.130
H31 11.3412 18.9120 12.1263  0.093
H32 13.0190 18.3871 12.1052  0.073
H33 12.0558 18.3629 13.6001  0.078
H34 9.5571 17.2257 12.3806  0.079
H35 10.2007 16.5711 13.8880  0.088
H36 9.8146 15.4897 12.5710  0.089
H37 10.5952 17.1566 10.2544  0.099
H38 11.0909 15.5001 10.5037  0.098
H39 12.3397 16.7328 10.1295  0.052

Force components x, y, z for each atom (eV/Å):
Hf -0.3965 -1.2543 -1.8698
C -0.7305 0.1725 0.9704
C 0.5164 -0.1229 0.7254
C 0.2531 -0.2343 -0.1360
C -0.1314 -0.8142 -0.9205
C 0.3456 1.5651 0.2220
C -0.3471 -0.0819 0.2716
C 0.3078 0.4536 -0.4700
F -0.5026 -1.9105 -0.6998
C 1.2486 0.0025 0.9196
C 0.4391 -0.1741 -0.3664
C -0.9332 1.6031 -0.0442
O 1.2678 -1.1751 0.2376
C 0.4168 -1.4057 -0.1268
C 1.0592 1.8908 0.0064
N -1.4044 -0.3337 0.9340
C -0.7656 -1.1454 -0.5648
C 0.2910 -0.7515 -0.3450
O -0.2845 1.7976 -0.0639
O 1.3381 -1.8579 0.5376
H 0.4971 -0.0853 -0.1055
H 0.1409 0.3339 0.1405
H 0.0510 0.0632 -0.3312
H 0.0319 -0.0261 -1.1295
H 0.1248 0.0517 0.1718
H -0.4100 0.8478 0.6655
H -0.3204 0.2654 0.5526
H 0.4624 -0.3088 0.2219
H -0.8458 -0.1288 -0.2201
H -0.3227 -0.0531 0.0667
H -0.5108 0.0850 -0.5687
N 0.6464 -0.0617 0.3083
P 0.4591 2.0433 1.5171
C -0.2191 -0.0448 0.0549
C -0.3700 0.2218 0.0989
C -0.2316 0.3425 -0.2116
C 1.0235 0.2987 -0.3903
C -0.1743 0.0572 0.5038
C -0.5173 -0.0630 0.4432
C 0.7021 -0.4584 -0.7885
C 0.1667 -0.9982 -0.1993
C -0.2696 0.6329 0.7720
C -0.6122 -0.3553 0.2776
C 0.6766 0.1718 -0.5269
C -0.9018 0.5594 0.3076
C -0.3970 -0.3380 -0.9406
C 0.3808 0.9976 0.2560
C -0.4835 -0.8400 -0.0255
C -0.3847 1.1622 -1.0547
C 0.2649 0.0313 0.1380
C 0.7357 0.0704 0.5921
H 0.1972 -0.3570 -0.2255
H 0.2629 -0.6881 -0.2903
H -0.4807 -0.2033 0.0748
H -0.3029 -0.0555 0.0203
H 0.0536 -0.4530 -0.4043
H 0.0045 0.1782 0.1276
H 0.1582 0.1284 -0.2214
H 0.0843 0.0474 -0.2419
H -0.2652 0.1313 0.4162
H 0.2038 -0.1038 -0.1143
H -0.1447 0.0929 -0.3627
H 0.0192 0.0249 -0.1536
H 0.4814 -0.6802 0.9914
H -0.1043 -0.7084 0.0317
H -0.4372 -0.5698 -0.0010
F 1.2166 -0.2150 -0.7982
C -0.1026 -0.5018 1.4190
F -1.0145 0.3208 -1.0435
F -0.0620 -0.0901 0.4165
C -0.2728 -0.2167 -0.0989
C -1.0860 0.9342 -0.0940
C -0.4478 0.1413 -0.7238
C -0.3458 0.9938 0.8180
C 0.5238 0.2186 -0.2205
C 1.5859 -1.1149 -0.1673
C 0.4807 -0.5274 -0.4161
C 0.1528 0.9989 -0.7470
H -0.2197 0.1314 -0.0595
H -0.6872 0.1229 0.3375
H 0.9183 0.2827 0.6124
H -0.2498 -0.2244 -0.0542
C -0.6066 0.1455 -0.8421
C -1.6656 1.1617 -0.1442
C -0.4029 -0.5076 0.5531
C -1.1463 -1.0460 -1.3397
C 1.3764 -1.2577 0.6265
C -1.7621 1.5950 1.3786
H 0.1629 -0.4161 -0.0304
H 0.4182 0.0953 0.0392
H 0.2739 -0.1308 0.6406
H -0.2628 0.1802 -0.0136
H 0.2093 0.1420 -0.0454
H 0.4020 0.3373 -0.1370
H 0.6923 0.0383 0.5978
H 0.6264 0.9044 0.1496
H 0.1841 0.0212 -0.0736


2.
ORCA calculation (ωB97M-V with the def2-TZVPD basis set) on C12H27ClCoIO2P2 as an isolated structure at a distorted geometry.

Output
LUMO (alpha / beta) ... -8.7 / -10.6 eV
Multiplicity ... 5
E ... -3446.59774 Ha
Total charge ... +2
HOMO level (alpha / beta) ... -15.12 / -17.05 eV
Expectation value of S² ... 6.061
Energy relative to the best compared isomer or geometry (same formula, charge and spin) ... 0.0 kJ/mol

Each line ends with the Löwdin charge.
Atoms and positions in Å:
C1 -0.8539 -2.6930 -0.8683  -0.051
C2 0.3623 -1.9062 -0.6060  -0.378
H1 -0.6297 -3.7522 -1.0896  0.129
H2 -1.4352 -2.3169 -1.7328  0.083
H3 -1.5545 -2.6863 -0.0110  0.072
O1 1.5208 -2.2273 -0.7211  0.159
I1 0.5420 2.6018 0.9780  0.937
Co1 -0.3190 -0.0098 0.0527  -0.285
P1 -0.0185 0.7134 -2.0729  0.798
C3 1.6280 1.1920 -2.7096  -0.199
C4 -0.5567 -0.4586 -3.3619  -0.202
H4 -2.0074 2.0556 -1.9441  0.025
H5 -1.1245 2.3397 -3.4891  0.084
H6 -0.5408 3.0712 -1.9453  0.035
C5 -1.0224 2.1990 -2.4030  -0.230
H7 -1.6087 -0.7177 -3.1980  0.060
H8 -0.4429 0.0079 -4.3496  0.083
H9 1.5530 1.4784 -3.7677  0.085
H10 2.3145 0.3419 -2.6126  0.068
H11 0.0577 -1.3661 -3.3114  0.066
H12 2.0142 2.0327 -2.1212  0.057
C6 1.4838 0.2008 0.1035  -0.542
O2 2.6533 0.1721 0.0634  0.166
Cl1 -2.4954 0.0650 -0.1322  0.312
C7 -2.6551 -0.1252 3.2841  -0.138
C8 -1.1819 0.2038 3.4940  -0.364
P2 -0.0254 -0.5401 2.2715  0.946
C9 1.6411 -0.1476 3.0283  -0.362
C10 1.8087 -0.2321 4.5366  -0.099
C11 -0.2248 -2.3622 2.4703  -0.353
C12 -0.1545 -2.9416 3.8832  -0.094
H13 -3.0197 0.3016 2.3409  0.009
H14 -3.2509 0.3177 4.0957  0.100
H15 -2.8376 -1.2084 3.2686  0.081
H16 -1.0193 1.2906 3.3964  0.065
H17 -0.8414 -0.1038 4.4980  0.091
H18 2.3574 -0.8103 2.5130  0.101
H19 1.8459 0.8824 2.6606  0.019
H20 1.7448 -1.2645 4.8761  0.066
H21 2.8017 0.1389 4.8109  0.102
H22 1.0785 0.3692 5.0801  0.079
H23 -1.1966 -2.6027 1.9964  0.078
H24 0.5659 -2.8036 1.8340  0.092
H25 -0.8572 -2.4480 4.5602  0.083
H26 -0.4036 -4.0084 3.8516  0.100
H27 0.8561 -2.8572 4.2852  0.066

Force components x, y, z for each atom (eV/Å):
C -1.7923 -1.5999 -0.3435
C 3.1744 -2.0938 -0.7820
H 0.3325 0.4004 0.1179
H 0.4549 0.1094 0.5661
H 0.4482 0.2454 -0.4918
O -2.7780 0.5160 0.1538
I -0.4157 1.5282 0.3867
Co -2.4174 1.2983 0.5745
P 0.2167 0.7408 -2.4951
C 0.1594 -0.2266 0.6561
C -0.2030 -0.4005 0.5104
H 0.1475 0.1574 -0.2475
H 0.1626 -0.0775 0.3281
H -0.1154 -0.0996 -0.2293
C -0.2578 -0.0665 0.6578
H 0.1645 0.0370 -0.1529
H 0.0395 -0.0183 0.3347
H -0.1592 -0.0710 0.3357
H -0.0430 0.2194 -0.1167
H -0.1356 0.1805 -0.1841
H 0.0322 -0.1339 -0.2059
C 6.5833 -0.2593 -0.3747
O -4.6158 0.2568 0.2467
Cl 1.0089 -0.0322 0.0364
C -0.2883 0.0327 -0.1051
C -0.2799 0.7014 -0.5511
P 0.5116 -1.3628 2.4564
C -0.0860 0.2793 -1.2644
C -0.0223 0.0122 0.2144
C -0.1398 -0.0534 -0.9609
C 0.0564 0.0740 0.0888
H 0.0436 -0.1594 0.3687
H 0.2179 -0.2107 -0.2173
H 0.0006 0.2756 0.0709
H -0.0807 -0.2773 0.3010
H 0.0729 -0.0136 -0.5622
H -0.1328 0.2674 0.1811
H 0.1923 -0.3846 0.3495
H 0.0083 0.2023 0.0873
H -0.1496 -0.0479 -0.1414
H 0.1176 -0.0487 -0.0423
H 0.4193 0.0406 0.2912
H -0.3426 0.0242 0.2505
H 0.1156 -0.1196 -0.0390
H -0.0027 0.2548 -0.0530
H -0.2230 -0.0972 -0.0044


3.
ORCA calculation (ωB97M-V with the def2-TZVPD basis set) on an isolated ion of composition C6H6BrFNO and charge -1 at a distorted geometry.

Output
LUMO ... 2.8 eV
E ... -3035.89109 Ha
Total charge ... -1
HOMO level ... -3.90 eV
Energy relative to the best compared isomer or geometry (same formula, charge and spin) ... 226.2 kJ/mol

Each line ends with the Löwdin charge.
Atoms and positions in Å:
C1 0.8098 -0.2944 1.4205  -0.118
C2 1.5694 0.8861 1.8497  -0.021
C3 -0.3014 -0.0959 0.5935  -0.280
C4 1.1559 1.0694 -1.7183  -0.532
C5 -0.6033 1.0856 -0.2050  -0.125
C6 -1.2215 -1.2577 0.3161  -0.053
N1 -0.0328 0.6257 -1.5365  -0.500
O1 -0.8351 -0.0550 -2.2875  -0.256
F1 2.6004 0.5437 2.6999  -0.103
Br1 1.8699 0.2647 -3.3550  0.420
H1 0.8720 -1.4079 1.6647  0.105
H2 -1.6058 1.2365 -0.4383  0.100
H3 0.0774 1.9272 -0.1028  0.087
H4 -1.0733 -2.0421 1.2211  0.113
H5 -0.9889 -1.6498 -0.6199  0.047
H6 -2.2928 -0.8362 0.4979  0.116

Force components x, y, z for each atom (eV/Å):
C -0.8862 -0.0478 -0.2504
C -0.3424 -1.1171 0.0103
C 1.1132 -0.9127 1.5196
C 1.2744 0.0705 -0.0343
C 2.8239 0.1528 -1.2940
C -1.2053 0.2826 5.2517
N -0.7719 0.2347 -0.5257
O -0.5800 -0.7174 -0.1419
F -0.8912 -0.3114 -0.7201
Br 0.0885 0.0688 -0.3334
H 0.6972 1.6397 0.3201
H -1.7727 0.6015 0.1098
H -0.6634 0.3281 1.2050
H -0.2516 1.4589 -2.2932
H -0.2701 -0.6979 -1.7964
H 1.6377 -1.0334 -1.0269


Q: Look up the energy relative to the best compared isomer or geometry (same formula, charge and spin) of the first one.
A: 38.0 kJ/mol